C5H7NO in the gas phase. Source: OMol25; level of theory: the ωB97M-V functional and the def2-TZVPD basis.

Cartesian coordinates (Å):
1 C -2.6441 -0.1610 0.4665
2 C -0.4002 -0.1565 -0.4865
3 C -1.5890 -0.6748 -0.4665
4 O 1.8782 -1.4029 0.4564
5 C 1.9112 -0.2384 0.0979
6 N 3.0607 0.4959 0.0145
7 C 0.7281 0.4962 -0.4129
8 H -2.2335 0.4293 1.2998
9 H -3.2514 -0.9884 0.8249
10 H -3.2412 0.5204 -0.1508
11 H -1.8917 -1.4110 -1.2107
12 H 3.8662 0.0902 0.4581
13 H 3.0072 1.4988 -0.0684
14 H 0.7996 1.5024 -0.8223

Force components x, y, z for each atom (eV/Å):
C 0.06 0.17 0.03
C -0.50 0.22 0.02
C 0.32 0.04 -0.21
O 0.18 0.57 -0.01
C 0.11 -0.11 0.00
N 0.11 -0.10 0.25
C -0.23 -0.33 -0.20
H -0.09 -0.38 -0.27
H -0.19 0.17 0.17
H -0.30 -0.17 0.32
H 0.12 0.24 -0.02
H 0.15 0.09 -0.01
H 0.08 -0.18 0.03
H 0.18 -0.23 -0.11

Its SMILES is CC=C=CC(N)=O. The HOMO energy is -9.44 eV. The calculation puts the energy above the lowest of the compared OMol25 structures with the same formula, charge and spin at 133.2 kJ/mol. Its spin multiplicity is 1. As for the charge: 0. For the gap between HOMO and LUMO, the calculation gives 10.35 eV. The calculation puts the energy at -324.6737 Eh.